[1]
Here is C31H32ClN2O4ReS as an isolated structure in a non-equilibrium geometry from OMol25. Energies are from wB97M-V/def2-TZVPD.

Each line ends with the Mulliken charge.
Element x y z (Å)
Re1 -1.473914 1.041932 -1.740600  1.307
Cl1 -4.104293 6.895543 1.864781  -0.183
C1 -3.219377 5.591402 1.203263  0.166
C2 -1.852955 5.408291 1.500535  -0.525
C3 -1.125013 4.420435 0.896909  -0.685
C4 -1.731165 3.596436 -0.074362  0.468
O1 -1.011113 2.757293 -0.804809  -0.596
C5 -3.116111 3.751245 -0.359527  1.291
C6 -3.793870 2.930719 -1.280504  -0.365
O2 -3.408839 1.711076 -1.629222  -0.733
C7 -3.893154 4.715316 0.307607  -1.202
H1 -1.402416 6.140733 2.163804  0.433
H2 -0.048606 4.227008 0.980937  0.475
H3 -4.847458 3.196706 -1.479478  0.384
H4 -4.940664 4.671925 0.166981  0.431
N1 -3.712910 0.102714 0.787268  -0.164
C8 -2.424497 -0.129714 1.066653  0.336
O3 -1.456465 0.085851 0.245969  -1.007
C9 -2.103267 -0.781884 2.395172  0.011
C10 -2.164176 0.340133 3.308803  -0.986
H5 -4.064830 0.449577 -0.080578  0.229
H6 -4.442949 -0.059344 1.482084  0.229
H7 -1.072269 -1.127473 2.314082  -0.038
H8 -2.927985 -1.535017 2.523005  0.377
H9 -2.649238 0.325890 4.273314  0.337
H10 -1.527515 1.168413 3.100082  0.362
C11 -2.293423 -1.954697 -2.438762  -1.126
N2 -1.407415 -0.813708 -2.759921  0.025
C12 -0.041700 -1.393470 -2.517877  -1.248
C13 -1.648119 -0.436971 -4.181326  -0.613
C14 -1.288896 0.981549 -4.500440  0.701
C15 -1.007548 1.416670 -5.802040  -0.749
C16 -0.567104 2.712364 -6.065079  -0.772
C17 -0.367543 3.587186 -4.983906  -0.447
C18 -0.643692 3.225344 -3.711385  -0.569
C19 -1.158444 1.895685 -3.450709  0.757
H11 -2.210033 -2.737905 -3.174587  0.441
H12 -3.325073 -1.594379 -2.520994  0.383
H13 -2.168745 -2.377980 -1.422549  0.255
H14 0.102456 -2.243644 -3.193140  0.429
H15 0.110239 -1.670339 -1.463500  0.457
H16 0.726486 -0.642847 -2.835381  0.414
H17 -2.728528 -0.562747 -4.342257  0.384
H18 -1.189016 -1.112264 -4.907101  0.477
H19 -1.063985 0.675506 -6.656052  0.305
H20 -0.459342 3.046285 -7.094799  0.392
H21 0.001493 4.599302 -5.118077  0.407
H22 -0.484252 3.974484 -2.915671  0.341
O4 3.126638 0.010980 2.835825  -0.728
S1 2.867649 -1.099270 1.870988  0.638
C20 2.195385 -2.460759 2.871618  0.689
C21 1.889743 -2.256800 4.228343  -0.334
C22 1.507493 -3.334472 5.034008  -0.451
C23 1.606947 -4.622317 4.582726  -0.524
C24 1.910453 -4.848163 3.220489  -0.565
C25 2.149751 -3.753293 2.345410  -0.596
C26 4.550288 -1.659896 1.532732  0.083
C27 5.550582 -1.459728 2.494178  -0.338
C28 6.772847 -2.103300 2.425257  -0.638
C29 6.922672 -3.017894 1.392435  -0.222
C30 5.967044 -3.224470 0.407329  -0.763
C31 4.798090 -2.496557 0.433311  -0.184
H23 1.862313 -1.214117 4.629010  0.378
H24 1.214514 -3.133571 6.095384  0.340
H25 1.468833 -5.385776 5.296377  0.440
H26 2.000960 -5.846117 2.828869  0.396
H27 2.338514 -3.920490 1.306161  0.382
H28 5.337143 -0.813821 3.347579  0.391
H29 7.565707 -1.901021 3.141538  0.405
H30 7.853945 -3.588484 1.357009  0.339
H31 6.191161 -3.826503 -0.469802  0.370
H32 3.978557 -2.512791 -0.283412  0.497

Forces on the atoms, in the same order (eV/Å):
Re -1.058 1.553 3.444
Cl -0.113 0.308 0.438
C -1.257 -1.711 -1.559
C -0.344 0.624 -0.086
C 0.568 -0.870 -0.940
C 0.032 -0.457 -0.878
O -0.145 -0.064 0.965
C 0.248 -0.082 -0.152
C 0.170 -3.031 0.567
O -0.085 2.417 -0.187
C 2.536 1.187 1.540
H 0.092 -0.264 0.027
H -0.448 0.484 0.476
H 0.514 -0.375 -0.334
H -0.906 0.626 -0.108
N -0.286 -0.266 0.887
C 1.544 -0.582 -1.969
O -2.239 -0.482 1.691
C -1.395 -0.079 -1.271
C -0.207 0.610 1.678
H 0.422 0.337 -0.602
H 0.700 -0.042 -0.141
H -0.145 -0.687 0.006
H 1.290 0.267 0.389
H -0.103 -0.132 -0.074
H 0.353 0.529 -0.073
C -1.703 0.503 0.717
N 0.544 -1.621 0.078
C 1.087 1.258 -0.913
C -0.921 0.041 -1.027
C 0.964 1.124 -0.571
C 0.323 -0.959 -1.281
C -0.529 -0.325 0.319
C 0.183 0.600 -1.217
C -0.847 -1.319 1.198
C 0.843 1.440 -1.555
H 0.412 -0.347 -0.287
H 0.065 -0.079 0.163
H 0.322 0.505 -0.577
H -0.074 -0.062 0.277
H -0.257 0.151 -0.443
H -0.466 -0.448 0.411
H 0.127 -0.001 0.165
H 0.284 -0.266 0.311
H -0.084 0.975 0.985
H 0.261 -0.107 0.266
H -0.004 -0.110 -0.404
H -0.182 -0.790 -0.298
O -0.837 0.112 -0.092
S 0.666 0.823 0.346
C 0.571 -0.652 0.753
C -0.533 1.118 -0.354
C 0.177 1.416 1.077
C 0.330 0.314 -1.818
C 0.016 1.197 0.002
C -0.318 -0.635 1.612
C 0.647 -1.413 0.343
C -0.866 0.658 0.679
C -0.582 -0.124 -0.704
C 1.176 -0.562 0.084
C 0.274 0.390 -0.802
C -1.201 0.907 1.035
H 0.278 -1.024 -0.412
H 0.347 -0.205 -1.090
H -0.226 -1.100 0.327
H -0.101 -0.223 -0.029
H 0.235 -0.194 -0.443
H -0.080 -0.045 -0.314
H -0.239 -0.164 -0.115
H -0.267 0.138 -0.167
H 0.002 -0.182 0.345
H 0.444 -0.527 -0.315

The value obtained for the HOMO energy (spin up / spin down) is -10.1 / -9.5 eV. As for the calculated total energy: -2547.2096 hartree. Its net charge is +1. As for the energy above the lowest of the compared OMol25 structures with the same formula, charge and spin: 2.155 eV. As for the maximum force: 3.9 eV/Å. As for the spin multiplicity: 4. The orbital gap (spin up / spin down) comes out at 6.43 / 5.71 eV. As for the expectation value of S²: 3.781.

[2]
Here is C31H32CoN5O6 as an isolated structure from OMol25. Energies are from wB97M-V/def2-TZVPD.

Each line ends with the Mulliken charge.
Element x y z (Å)
Co1 -0.096941 -0.289706 0.000266  0.072
C1 6.226020 2.261545 1.635608  -1.643
C2 4.785707 2.015319 1.281302  -0.028
C3 3.870637 3.035622 1.150068  -0.680
C4 2.518505 2.804215 0.842247  0.565
C5 1.671830 3.957774 0.775379  -0.966
N1 0.408398 4.044467 1.043606  0.177
C6 -0.437127 3.052914 1.711665  0.630
C7 -0.999160 3.575285 3.025909  -1.185
C8 -1.390363 2.363404 3.865044  -0.585
N2 -0.187167 1.646448 4.292857  0.038
C9 -0.303984 0.350651 4.768441  -1.855
C10 -1.039603 -0.693216 4.117172  1.052
C11 -1.715310 -1.608871 4.927765  -0.797
C12 -2.458558 -2.690913 4.447511  0.405
C13 -3.165457 -3.613401 5.401417  -1.661
C14 -2.501892 -2.865437 3.089053  -1.101
C15 -1.800870 -2.002777 2.213391  0.455
C16 -1.739596 -2.423460 0.850432  -0.142
N3 -1.072109 -1.904369 -0.114764  0.634
C17 -0.897262 -2.649605 -1.357695  -1.147
C18 0.585013 -3.051706 -1.534604  -0.483
C19 1.423334 -2.831629 -0.280134  -1.050
N4 1.546691 -1.402360 0.035623  0.451
C20 2.693877 -0.938707 0.343952  -0.175
C21 3.010796 0.437988 0.658053  0.508
C22 4.316879 0.724251 1.032499  -0.711
C23 2.059427 1.489752 0.519921  0.523
O1 0.877305 1.334253 0.053986  0.262
C24 -1.061340 -0.902932 2.694793  0.426
O2 -0.371172 -0.121754 1.904783  0.017
H1 6.369491 3.267870 2.025751  0.377
H2 6.870593 2.147569 0.762593  0.331
H3 6.570197 1.558490 2.394032  0.382
H4 4.191255 4.058454 1.321419  0.445
H5 2.136910 4.896437 0.485668  0.528
H6 -0.026766 4.943925 0.877204  0.356
H7 0.148232 2.170235 1.917591  0.040
H8 -1.234107 2.770276 1.024778  -0.281
H9 -1.860974 4.227633 2.872347  0.437
H10 -0.242086 4.156050 3.562724  0.394
H11 -1.996140 1.680903 3.265933  0.200
H12 -1.998519 2.669256 4.722466  0.469
H13 0.374154 2.215236 4.911090  0.286
H14 0.065775 0.158591 5.768715  0.453
H15 -1.675382 -1.448473 6.000516  0.493
H16 -3.789006 -3.054084 6.099791  0.374
H17 -2.451037 -4.190519 5.991048  0.332
H18 -3.805215 -4.316461 4.869873  0.360
H19 -3.060226 -3.693039 2.665374  0.386
H20 -2.271691 -3.348287 0.624751  0.239
H21 -1.228758 -2.031192 -2.189368  0.304
H22 -1.533408 -3.535409 -1.317396  0.476
H23 1.028369 -2.486522 -2.351346  0.248
H24 0.645197 -4.107495 -1.799734  0.476
H25 2.418462 -3.257860 -0.420819  0.619
H26 0.968668 -3.322134 0.583701  0.215
H27 3.539378 -1.628395 0.372689  0.364
H28 5.015358 -0.103312 1.111889  0.525
O3 0.462778 -0.161845 -2.197993  -0.466
C25 0.247672 0.894987 -2.783684  -0.639
C26 -0.707927 1.905764 -2.404736  0.931
C27 -0.746487 3.080735 -3.162467  -0.521
C28 -1.680862 4.040169 -2.877694  -0.609
C29 -2.644965 3.843726 -1.881234  -0.531
C30 -2.632095 2.689505 -1.142565  -0.377
C31 -1.640322 1.698241 -1.352194  0.175
O4 -1.642682 0.640209 -0.606031  -0.654
N5 -1.682321 5.289530 -3.642052  1.042
O5 -2.511240 6.126191 -3.344792  -0.625
O6 -0.846395 5.416763 -4.514556  -0.617
H29 0.816778 1.097797 -3.705125  0.407
H30 -0.042187 3.240143 -3.968776  0.540
H31 -3.391627 4.607805 -1.716674  0.541
H32 -3.376919 2.504476 -0.379859  0.571

Forces on the atoms, in the same order (eV/Å):
Co 0.014 0.020 0.165
C 0.011 0.020 0.016
C -0.005 -0.054 -0.005
C 0.011 0.019 0.013
C -0.060 0.010 -0.057
C -0.005 -0.085 -0.033
N -0.042 0.052 0.028
C -0.045 0.002 -0.029
C 0.000 -0.001 -0.011
C -0.013 -0.029 -0.069
N 0.062 0.053 0.051
C -0.081 0.004 -0.056
C -0.012 -0.035 0.025
C 0.023 0.018 -0.004
C 0.002 -0.009 0.023
C -0.012 -0.012 0.004
C -0.009 0.005 0.001
C -0.006 -0.015 0.042
C 0.024 -0.029 0.014
N 0.010 0.092 -0.042
C -0.044 -0.009 0.002
C 0.021 -0.006 -0.021
C 0.007 0.016 0.015
N 0.019 -0.073 -0.019
C -0.040 0.039 -0.024
C 0.012 0.034 0.015
C 0.000 0.015 -0.003
C 0.046 0.046 0.028
O 0.002 -0.031 0.026
C -0.076 -0.013 -0.007
O 0.028 0.010 -0.113
H -0.004 0.003 -0.009
H 0.000 -0.004 0.000
H -0.003 0.000 -0.001
H 0.003 0.001 -0.003
H 0.008 -0.001 0.003
H 0.039 0.023 0.032
H 0.080 -0.019 0.046
H 0.032 -0.032 0.036
H -0.011 0.000 0.002
H 0.001 -0.010 -0.011
H 0.014 -0.010 0.012
H 0.007 0.015 0.008
H -0.017 0.001 -0.006
H 0.016 0.007 -0.004
H 0.007 0.005 0.002
H -0.004 -0.001 -0.001
H 0.002 0.004 0.002
H 0.005 0.001 -0.006
H 0.001 -0.002 -0.003
H 0.004 -0.002 -0.005
H 0.014 0.002 -0.002
H 0.005 0.002 -0.016
H 0.002 -0.005 -0.005
H -0.008 -0.005 0.022
H 0.000 0.001 0.001
H -0.002 -0.013 -0.009
H -0.009 -0.016 -0.009
H 0.000 -0.004 -0.002
O -0.030 0.026 0.052
C 0.039 -0.040 -0.066
C -0.002 0.042 -0.066
C 0.007 -0.051 0.043
C -0.036 0.058 -0.007
C 0.034 -0.039 -0.006
C 0.002 0.031 -0.044
C 0.000 -0.112 0.079
O -0.012 0.046 -0.033
N 0.013 -0.013 0.002
O -0.008 0.008 0.003
O -0.002 0.005 -0.001
H -0.027 0.038 -0.001
H -0.003 0.007 -0.006
H 0.001 0.005 -0.004
H -0.001 -0.004 0.009

The value obtained for the HOMO energy (spin up / spin down) is -8.5 / -10.3 eV. As for the calculated total energy: -3308.1921 hartree. Its net charge is +1. As for the maximum force: 0.2 eV/Å. As for the spin multiplicity: 4. The orbital gap (spin up / spin down) comes out at 4.86 / 6.61 eV. As for the expectation value of S²: 3.802.

[3]
Here is C31H32MgN5PS as an isolated structure in a non-equilibrium geometry from OMol25. Energies are from wB97M-V/def2-TZVPD.

Each line ends with the Mulliken charge.
Element x y z (Å)
Mg1 -0.110814 -0.622735 -1.036608  0.991
N1 1.993086 -1.395735 -1.328208  -0.353
C1 2.775286 -1.333135 -0.111708  0.556
C2 4.163486 -1.293035 -0.174108  -0.648
C3 4.925586 -1.305135 0.983592  -0.745
C4 4.308986 -1.343035 2.225392  -0.846
C5 2.928986 -1.345835 2.298692  -0.381
C6 2.150786 -1.343835 1.140492  -0.019
P1 0.336086 -1.362035 1.202792  0.553
C7 -0.125414 -0.380035 2.648792  0.470
C8 -1.223314 -0.731735 3.431792  -0.584
C9 -1.620714 0.097665 4.467392  -0.803
C10 -0.932714 1.274165 4.722692  -0.570
C11 0.151786 1.634365 3.935192  -0.797
C12 0.540286 0.824565 2.882692  -0.634
C13 -0.057314 -3.105635 1.496592  0.537
C14 -0.545514 -3.830035 0.412492  -0.066
C15 -0.870214 -5.166035 0.556292  -0.758
C16 -0.698214 -5.788335 1.784192  -0.597
C17 -0.191314 -5.076635 2.861292  -0.831
C18 0.129186 -3.736135 2.725692  -0.108
H1 1.901086 -2.381335 -1.592008  0.345
H2 2.538686 -0.971335 -2.084908  0.381
H3 4.657686 -1.267135 -1.137208  0.424
H4 6.002486 -1.296535 0.920592  0.435
H5 4.897986 -1.363835 3.130592  0.459
H6 2.444086 -1.341535 3.263892  0.383
H7 -1.748914 -1.657335 3.236892  0.490
H8 -2.462914 -0.175335 5.084592  0.489
H9 -1.241814 1.914265 5.534092  0.435
H10 0.694886 2.543665 4.150292  0.476
H11 1.374486 1.107565 2.249092  0.572
H12 -0.679514 -3.334635 -0.549608  0.064
H13 -1.262414 -5.720735 -0.281808  0.480
H14 -0.963614 -6.828535 1.900092  0.424
H15 -0.052314 -5.567335 3.813892  0.437
H16 0.512886 -3.183335 3.571192  0.400
N2 -2.818814 0.445765 0.506692  -0.185
C19 -3.055614 -0.257335 -0.615308  0.411
N3 -2.109214 -0.690135 -1.409108  0.098
C20 -2.621614 -1.378435 -2.487508  0.319
C21 -1.884414 -1.906935 -3.539508  -0.483
C22 -2.554214 -2.562335 -4.554208  -0.884
C23 -3.940714 -2.682535 -4.537708  -0.580
C24 -4.692014 -2.141335 -3.511408  -0.528
C25 -4.020414 -1.496235 -2.488308  0.719
S1 -4.679914 -0.690435 -1.079208  -0.217
H17 -1.913514 0.872765 0.633392  -0.056
H18 -3.602614 0.796465 1.033992  0.286
H19 -0.805214 -1.764535 -3.566308  0.290
H20 -1.998914 -2.976535 -5.378508  0.435
H21 -4.433814 -3.193835 -5.348008  0.415
H22 -5.766814 -2.205735 -3.512808  0.442
N4 0.159186 1.306865 -1.466508  -0.556
C26 0.186786 2.467465 -1.531608  0.853
N5 0.226686 3.737365 -1.537908  -0.004
C27 0.449786 4.468565 -0.293208  -0.612
C28 1.708486 5.321465 -0.415208  -0.605
C29 1.596786 6.239065 -1.629608  -0.673
C30 1.355186 5.428265 -2.900408  -0.568
C31 0.120586 4.542865 -2.750008  -0.680
H23 0.527286 3.752265 0.528392  0.374
H24 -0.417414 5.112865 -0.118308  0.270
H25 2.584286 4.676165 -0.509108  0.304
H26 1.819386 5.918465 0.489892  0.348
H27 2.515886 6.812665 -1.736308  0.315
H28 0.772686 6.938765 -1.479208  0.323
H29 2.227786 4.811665 -3.122908  0.292
H30 1.196286 6.104565 -3.739808  0.348
H31 0.002186 3.878065 -3.607208  0.411
H32 -0.774814 5.165765 -2.662208  0.317

Forces on the atoms, in the same order (eV/Å):
Mg 0.340 0.230 -0.809
N -0.403 -0.217 -0.634
C 0.437 0.061 0.782
C -0.009 -0.019 -0.133
C -0.099 0.010 -0.030
C -0.077 0.013 -0.004
C -0.002 -0.044 -0.108
C -0.058 0.213 -0.157
P 0.441 -0.642 0.996
C -0.116 0.065 -0.099
C 0.163 -0.098 -0.082
C -0.037 0.049 0.041
C 0.020 -0.009 -0.029
C -0.043 0.101 0.008
C 0.060 -0.131 -0.093
C -0.202 0.230 0.014
C -0.005 0.204 -0.002
C 0.007 -0.181 -0.045
C -0.023 0.054 -0.120
C 0.037 0.039 0.114
C -0.025 0.028 -0.120
H 0.100 0.129 0.011
H -0.260 -0.078 0.195
H 0.020 -0.038 -0.054
H 0.090 0.024 -0.068
H 0.038 0.013 0.020
H -0.047 -0.015 0.088
H -0.052 -0.020 0.042
H -0.074 -0.049 0.043
H -0.015 0.037 0.107
H 0.010 0.056 -0.031
H 0.051 0.017 0.107
H -0.132 -0.137 0.046
H -0.028 -0.062 -0.082
H 0.002 -0.063 0.012
H 0.010 -0.013 0.040
H 0.023 0.036 0.086
N -0.100 -0.027 -0.096
C -0.451 -0.117 0.041
N 0.347 0.101 0.379
C -0.889 -0.346 -0.609
C 0.030 0.145 0.269
C 0.060 -0.037 -0.028
C 0.036 -0.011 -0.046
C 0.034 0.041 0.089
C 0.336 0.077 0.082
S 0.376 0.025 -0.094
H -0.189 0.036 0.183
H 0.209 0.078 0.067
H -0.015 -0.117 -0.121
H 0.086 -0.064 -0.128
H -0.080 -0.046 -0.082
H -0.168 -0.067 -0.019
N 0.174 0.303 0.030
C 0.014 -0.880 0.065
N -0.077 0.517 0.028
C 0.360 0.364 0.700
C -0.224 0.105 -0.038
C 0.198 -0.225 -0.038
C -0.178 0.077 0.113
C 0.090 0.378 -0.777
H -0.069 0.052 -0.088
H -0.024 -0.103 -0.008
H 0.029 -0.031 0.040
H 0.033 -0.078 0.068
H -0.058 0.125 0.007
H 0.000 0.113 0.000
H 0.021 -0.037 -0.040
H 0.014 -0.083 -0.094
H -0.061 0.041 0.091
H -0.008 -0.100 0.002

The value obtained for the HOMO energy is -13.6 eV. As for the calculated total energy: -2413.5751 hartree. Its net charge is +2. As for the maximum force: 1.3 eV/Å. As for the spin multiplicity: 1. The orbital gap comes out at 8.72 eV.